Record 1
The following is a quantum chemistry calculation of 12 unconnected molecules or ions with the total composition C18H48F16N10O20P2S4 in a non-equilibrium geometry, from the Open Molecules 2025 dataset.

Its frontier orbital gap (spin up / spin down) is 3.7 / 7.4 eV. The value obtained for the HOMO energy (spin up / spin down) is -2.988 / -6.710 eV. The max |F| is 12.32 eV/Å.

Structure (ORCA input):
```
! wB97M-V def2-TZVPD RIJCOSX def2/J DEFGRID3
* xyz -1 2
C 1.025 7.322 -1.964
C 1.634 5.953 -1.746
O 2.284 5.634 -0.694
N 1.467 4.937 -2.862
H 1.823 5.268 -3.747
H 2.061 4.152 -2.636
C 0.076 4.425 -3.165
H 1.586 8.098 -1.445
H 0.037 7.434 -1.518
H 0.726 7.535 -2.991
H 0.224 3.483 -3.693
H -0.547 5.179 -3.647
H -0.326 4.109 -2.202
C -3.475 -5.382 1.284
C -2.589 -4.750 2.282
O -2.857 -3.685 2.793
N -1.386 -5.543 2.696
H -1.240 -5.408 3.687
H -1.626 -6.503 2.494
C -0.137 -5.021 1.973
H -4.060 -4.681 0.688
H -4.122 -6.077 1.819
H -2.895 -5.970 0.574
H 0.782 -5.506 2.304
H -0.062 -3.998 2.342
H -0.209 -5.197 0.900
C 1.861 -1.375 -3.498
C 0.707 -0.778 -4.287
O 0.887 -0.151 -5.297
N -0.641 -1.076 -3.653
H -0.817 -2.068 -3.585
H -0.750 -0.799 -2.688
C -1.779 -0.500 -4.545
H 2.173 -0.605 -2.792
H 2.657 -1.651 -4.190
H 1.572 -2.161 -2.801
H -1.819 -1.114 -5.445
H -1.556 0.532 -4.816
H -2.740 -0.704 -4.073
C 3.885 0.850 1.808
C 4.512 1.502 0.639
O 5.048 2.653 0.672
N 4.562 0.639 -0.603
H 3.820 -0.040 -0.695
H 4.209 1.128 -1.413
C 5.958 0.143 -0.986
H 4.124 -0.213 1.831
H 2.800 0.951 1.809
H 4.377 1.275 2.683
H 6.574 1.012 -1.217
H 5.812 -0.442 -1.894
H 6.338 -0.468 -0.167
C -3.914 1.491 1.347
C -3.794 0.048 0.915
O -4.066 -0.892 1.637
N -3.643 -0.193 -0.569
H -3.738 0.710 -1.012
H -2.678 -0.437 -0.741
C -4.480 -1.365 -1.210
H -3.662 1.541 2.406
H -4.931 1.853 1.191
H -3.146 2.116 0.891
H -3.998 -2.297 -0.913
H -4.312 -1.212 -2.276
H -5.501 -1.265 -0.840
C -1.039 -1.090 4.844
C -1.160 -2.180 5.825
O -2.126 -2.915 5.865
N -0.125 -2.212 6.968
H 0.503 -3.003 6.938
H 0.506 -1.461 6.728
C -0.796 -1.986 8.347
H -0.081 -1.063 4.325
H -1.068 -0.090 5.276
H -1.831 -1.096 4.096
H -1.266 -1.006 8.427
H 0.034 -2.040 9.052
H -1.400 -2.891 8.408
P -3.651 2.415 -3.211
F -4.605 1.148 -3.619
F -2.531 1.357 -2.637
F -3.043 2.394 -4.717
F -2.646 3.633 -2.792
F -4.915 3.357 -3.616
F -4.295 2.333 -1.702
P 4.245 -3.271 -0.351
F 4.936 -4.598 -0.841
F 3.722 -4.095 0.972
F 5.670 -2.760 0.228
F 3.573 -1.877 0.135
F 4.793 -2.487 -1.692
F 2.843 -3.567 -1.192
N 0.314 4.809 3.418
S -0.584 4.859 2.215
O -1.700 3.938 2.215
O -0.038 5.355 0.947
F -1.314 6.259 2.660
S 1.200 3.474 2.748
O 2.276 3.868 1.849
O 0.618 2.094 2.631
F 2.063 3.309 4.089
N -0.750 -0.686 -1.068
S -0.448 -1.492 0.106
O -0.874 -0.940 1.390
O 0.758 -2.323 0.136
F -1.543 -2.656 -0.176
S 0.160 0.753 -0.683
O 1.633 0.635 -0.743
O -0.446 1.796 0.213
F 0.013 1.492 -2.141
N 3.492 2.101 -3.395
O 3.181 2.397 -2.247
O 2.928 2.607 -4.295
O 4.390 1.276 -3.604
N -1.959 -4.014 -2.799
O -2.300 -5.003 -2.190
O -0.752 -3.772 -2.801
O -2.670 -3.525 -3.687
*
```

***

Record 2
The following is a quantum chemistry calculation of C2H4FN3 in the gas phase in a non-equilibrium geometry, from the Open Molecules 2025 dataset.

Its frontier orbital gap is 8.7 eV. The energy relative to the best compared isomer or geometry (same formula, charge and spin) comes out at 263.7 kJ/mol. The value obtained for the HOMO energy is -8.228 eV. The max |F| is 3.94 eV/Å.

Structure (ORCA input):
```
! wB97M-V def2-TZVPD RIJCOSX def2/J DEFGRID3
* xyz 0 1
C 0.480 -0.366 0.077
C 1.860 -0.183 0.735
N 2.061 0.756 1.502
N 1.946 1.558 2.294
N -0.436 0.698 0.083
F 2.724 -1.168 0.508
H 0.693 -0.620 -1.021
H -0.077 -1.215 0.740
H -0.420 1.512 -0.624
H -0.515 1.137 1.019
*
```

***

Record 3
The following is a quantum chemistry calculation of 2 unconnected molecules or ions with the total composition CH5IOSi in a non-equilibrium geometry, from the Open Molecules 2025 dataset.

Its frontier orbital gap is 8.5 eV. The energy relative to the best compared isomer or geometry (same formula, charge and spin) comes out at 341.5 kJ/mol. The value obtained for the HOMO energy is -8.620 eV. The max |F| is 3.89 eV/Å. The SMILES is C=[SiH]I.O.

Structure (ORCA input):
```
! wB97M-V def2-TZVPD RIJCOSX def2/J DEFGRID3
* xyz 0 1
C 0.625 1.246 0.393
O 1.242 -2.057 -0.694
Si -1.179 1.192 0.600
I -2.292 -0.877 -0.041
H 0.974 0.249 0.196
H 0.530 -2.619 -0.912
H 1.390 1.934 0.655
H 1.034 -1.182 -1.099
H -2.324 2.114 0.902
*
```

***

Record 4
The following is a quantum chemistry calculation of C5H6O2 in the gas phase in a non-equilibrium geometry, from the Open Molecules 2025 dataset.

Its frontier orbital gap is 9.6 eV. The energy relative to the best compared isomer or geometry (same formula, charge and spin) comes out at 158.2 kJ/mol. The value obtained for the HOMO energy is -8.831 eV. The max |F| is 4.56 eV/Å. The SMILES is O=C1CC=COC1.

Structure (ORCA input):
```
! wB97M-V def2-TZVPD RIJCOSX def2/J DEFGRID3
* xyz 0 1
C -1.065 0.038 0.051
C -0.342 -1.260 0.242
C 1.797 -0.090 -0.076
C 1.201 1.162 -0.062
C -0.298 1.392 0.192
H -0.553 -1.523 1.289
H -0.871 -2.022 -0.248
H 2.814 -0.357 -0.215
H 1.908 1.990 -0.146
H -0.376 1.862 1.169
H -0.646 2.110 -0.580
O -2.281 0.031 -0.277
O 1.027 -1.221 -0.142
*
```

***

Record 5
The following is a quantum chemistry calculation of a molecular structure, C55H58Br2InO3, from the Open Molecules 2025 dataset.

Its frontier orbital gap is 7.5 eV. The value obtained for the HOMO energy is -5.703 eV. The max |F| is 0.98 eV/Å.

Structure (ORCA input):
```
! wB97M-V def2-TZVPD RIJCOSX def2/J DEFGRID3
* xyz -1 1
C -2.230 -2.277 -1.430
C -3.307 -1.988 -2.429
O -4.242 -2.701 -2.648
O -3.111 -0.794 -3.074
C -4.308 -0.187 -3.560
O -4.716 -0.510 -4.643
C -4.896 0.774 -2.642
In -5.870 -0.131 -0.829
C -7.001 -2.011 -1.238
Br -7.016 -3.231 0.258
C -7.638 -2.357 -2.350
C -7.674 -1.526 -3.594
Br -8.619 -4.000 -2.564
H -2.634 -2.028 -0.449
H -1.949 -3.324 -1.491
H -1.358 -1.655 -1.623
H -4.116 1.408 -2.214
H -5.572 1.413 -3.205
H -6.993 1.044 -0.134
H -4.607 -0.551 0.342
H -8.701 -1.459 -3.961
H -7.282 -0.530 -3.418
H -7.099 -2.021 -4.378
C -0.268 3.443 -0.387
C -1.125 2.639 -1.126
C -1.162 1.269 -0.902
C -0.346 0.706 0.070
C 0.510 1.510 0.810
C 0.552 2.878 0.580
H -0.237 4.511 -0.566
H -1.766 3.078 -1.879
H -1.830 0.646 -1.483
H -0.377 -0.360 0.250
H 1.149 1.069 1.565
H 1.224 3.504 1.154
C 0.889 8.310 2.903
C 0.030 7.508 2.165
C -0.008 6.139 2.390
C 0.809 5.573 3.358
C 1.667 6.376 4.098
C 1.709 7.744 3.868
H 0.919 9.378 2.725
H -0.612 7.949 1.413
H -0.674 5.512 1.811
H 0.776 4.505 3.536
H 2.302 5.936 4.856
H 2.381 8.368 4.444
C -6.825 -8.257 -1.618
C -6.223 -9.305 -0.936
C -5.570 -9.067 0.266
C -5.526 -7.781 0.788
C -6.132 -6.734 0.106
C -6.780 -6.970 -1.099
H -7.331 -8.442 -2.558
H -6.260 -10.309 -1.342
H -5.095 -9.884 0.795
H -5.018 -7.595 1.726
H -6.108 -5.722 0.493
H -7.245 -6.141 -1.623
C 3.533 0.380 -2.376
C 3.189 1.382 -1.479
C 4.116 1.829 -0.548
C 5.391 1.281 -0.516
C 5.734 0.280 -1.414
C 4.805 -0.174 -2.340
H 2.809 0.030 -3.101
H 2.197 1.814 -1.502
H 3.842 2.607 0.154
H 6.116 1.634 0.207
H 6.727 -0.150 -1.399
H 5.078 -0.957 -3.036
C -10.371 -0.683 4.617
C -9.790 -0.572 3.361
C -9.541 -1.710 2.607
C -9.879 -2.959 3.107
C -10.463 -3.071 4.362
C -10.707 -1.933 5.119
H -10.562 0.206 5.206
H -9.526 0.401 2.968
H -9.081 -1.628 1.632
H -9.684 -3.844 2.515
H -10.726 -4.047 4.751
H -11.158 -2.020 6.099
C 4.606 4.845 6.618
C 5.486 5.216 7.625
C 5.268 4.791 8.928
C 4.173 3.990 9.222
C 3.294 3.618 8.215
C 3.510 4.047 6.914
H 4.775 5.178 5.601
H 6.342 5.837 7.394
H 5.952 5.083 9.714
H 4.005 3.656 10.238
H 2.441 2.993 8.444
H 2.822 3.759 6.128
C 10.635 -3.676 -2.276
C 9.409 -3.556 -1.637
C 8.874 -2.300 -1.391
C 9.563 -1.163 -1.791
C 10.787 -1.282 -2.432
C 11.325 -2.539 -2.673
H 11.052 -4.656 -2.467
H 8.869 -4.443 -1.331
H 7.918 -2.208 -0.890
H 9.144 -0.181 -1.604
H 11.322 -0.395 -2.746
H 12.281 -2.632 -3.171
C 7.413 -0.440 -5.617
C 6.921 0.809 -5.265
C 6.380 1.641 -6.235
C 6.327 1.221 -7.557
C 6.818 -0.028 -7.909
C 7.363 -0.858 -6.939
H 7.836 -1.088 -4.858
H 6.954 1.131 -4.232
H 5.997 2.615 -5.960
H 5.901 1.868 -8.314
H 6.774 -0.357 -8.939
H 7.748 -1.832 -7.213
*
```